Density functional theory data (the ωB97M-V functional and the def2-TZVPD basis) for 2 unconnected molecules or ions with the total composition C31H52N3O10 at a distorted geometry.

Atoms and positions in Å:
C: 0.85932 4.36201 0.47578
C: 2.27077 5.12233 0.43817
C: 3.37101 4.39275 -0.52220
C: 4.43536 3.70722 0.45477
N: 4.93715 2.37953 0.02782
C: 3.89487 1.34508 -0.05268
O: 4.58014 0.08715 -0.23381
C: 3.68460 -1.03795 -0.41072
N: 4.23970 -2.19471 0.34557
C: 3.78114 -1.38766 -2.00919
C: 4.39243 -2.97990 -2.13813
C: 6.06934 -3.06191 -2.10855
O: 5.13960 -3.27727 -3.40690
C: 2.12503 -0.73485 -0.08449
C: 1.36385 -2.12922 -0.08295
C: 0.01892 -1.91893 -0.97094
C: -1.16043 -1.20976 -0.16153
C: -2.54506 -1.48999 -0.91449
C: -3.59484 -0.26444 -0.76856
C: -5.08026 -0.94257 -0.87895
O: -5.72084 -0.95186 0.44933
C: -5.75606 -2.26350 0.98044
C: -4.84355 -2.53956 2.27550
O: -6.44845 -3.19840 0.52308
N: 1.87351 0.21894 1.02965
C: 1.33788 -0.33018 2.31936
C: 1.01337 0.76082 3.43915
C: 0.24229 0.22274 4.72727
C: -0.39131 -1.23733 4.62671
C: -1.77869 -1.08253 3.79086
O: -2.80820 -0.41281 4.58057
C: -3.26178 0.78182 3.90881
C: 3.04817 1.15733 1.32662
O: 3.96324 0.64485 2.29127
H: 0.04367 5.17447 0.53586
H: 0.63284 3.76928 -0.47221
H: 0.69976 3.71500 1.41510
H: 2.06828 6.17244 0.02123
H: 2.64333 5.26365 1.50385
H: 3.83132 5.22968 -1.13854
H: 2.78881 3.68013 -1.18658
H: 4.07778 3.66553 1.55388
H: 5.35029 4.40895 0.48161
H: 5.77069 2.07560 0.54159
H: 3.22925 1.61572 -0.94807
H: 5.22007 -1.92292 0.55858
H: 3.78079 -2.26708 1.27524
H: 4.55453 -0.75640 -2.54710
H: 2.76068 -1.41212 -2.51190
H: 3.79236 -3.85158 -1.59450
H: 6.61720 -2.24589 -2.69924
H: 6.46041 -4.12840 -2.27498
H: 1.76479 -0.19877 -1.04207
H: 1.16097 -2.61698 0.91985
H: 1.95880 -2.91898 -0.67631
H: 0.24160 -1.41238 -1.97631
H: -0.33839 -2.99153 -1.20349
H: -0.90907 -0.07931 -0.14183
H: -1.27315 -1.62468 0.91121
H: -2.98791 -2.44264 -0.44920
H: -2.28631 -1.72831 -2.00341
H: -3.52783 0.26217 0.24690
H: -3.47244 0.51832 -1.58534
H: -4.99035 -2.02446 -1.24289
H: -5.66589 -0.28878 -1.60609
H: -5.36604 -3.23699 3.01925
H: -3.86849 -2.99574 1.88250
H: -4.67515 -1.53102 2.77628
H: 1.13141 0.87616 0.69617
H: 0.31952 -0.80410 2.06158
H: 2.07410 -1.11104 2.73340
H: 1.94298 1.32271 3.82402
H: 0.38013 1.57759 2.92072
H: -0.63161 0.94528 4.93322
H: 0.90545 0.29656 5.66193
H: 0.27934 -2.02709 4.15973
H: -0.72872 -1.55403 5.68156
H: -2.12497 -2.10430 3.40167
H: -1.61101 -0.39153 2.88043
H: -2.44469 1.59579 3.85402
H: -4.14978 1.28418 4.43469
H: -3.60533 0.59209 2.82402
H: 2.56637 2.15351 1.64004
H: 4.08067 -0.32370 2.22590
C: -3.57956 1.53426 -5.66741
C: -4.46590 1.42863 -6.70206
C: -5.31121 0.14949 -6.65856
O: -6.21557 -0.10371 -7.45356
C: -5.02118 -0.84000 -5.60653
C: -4.12824 -0.73633 -4.58670
C: -3.35882 0.58985 -4.56934
O: -2.55334 0.90801 -3.67710
O: -3.87247 -1.58320 -3.67636
O: -4.65564 2.24192 -7.64529
H: -2.94412 2.41276 -5.60792
H: -5.61723 -1.74298 -5.69186

Properties
* max |F|: 5.7 eV Å⁻¹
* total charge: -1
* highest occupied orbital energy: -1.8 eV
* 2S+1: 1